Computed, not measured: a single C5H5ClN2 molecule in a non-equilibrium geometry, with ωB97M-V/def2-TZVPD.

As for the energy relative to the best compared isomer or geometry (same formula, charge and spin): 0.7125 eV. The LUMO energy is 0.213 eV. As for the energy: -20767.364 eV. As for the strongest force on any atom: 2.603 eV Å⁻¹.

Element x y z (Å)
1 C -0.934 1.555 -0.081
2 C -0.248 0.221 -0.043
3 C 1.048 0.025 0.400
4 C 1.500 -1.280 0.454
5 C -0.936 -0.915 -0.467
6 H -1.439 1.815 0.870
7 H -1.686 1.599 -0.999
8 H 1.670 0.848 0.758
9 H 2.464 -1.519 0.752
10 H -1.960 -0.819 -0.901
11 N 0.782 -2.341 0.027
12 N -0.449 -2.124 -0.424
13 Cl 0.188 2.935 -0.345


Computed, not measured: a single C11H6N4S2 molecule in a non-equilibrium geometry, with ωB97M-V/def2-TZVPD.

As for the energy relative to the best compared isomer or geometry (same formula, charge and spin): 0.0000 eV. The LUMO energy is -0.551 eV. As for the energy: -39133.621 eV. As for the strongest force on any atom: 4.589 eV Å⁻¹.

Element x y z (Å)
1 S -3.193 -1.882 1.160
2 N -0.903 -2.885 3.027
3 N 1.184 -0.706 1.198
4 S 1.611 -2.142 3.240
5 C -1.597 -1.402 1.122
6 C 0.182 -3.012 3.743
7 C 0.611 -1.549 1.970
8 C 0.273 -0.002 0.393
9 C -1.053 -0.386 0.199
10 C 1.810 2.058 -2.288
11 C 0.548 2.390 -2.966
12 C 1.769 1.310 -1.197
13 C -0.692 2.012 -2.380
14 C 0.568 0.878 -0.675
15 C -0.645 1.241 -1.263
16 N -0.670 -2.070 1.979
17 N -1.643 0.372 -0.808
18 H 0.193 -3.690 4.593
19 H 2.677 2.693 -2.534
20 H 0.496 2.989 -3.888
21 H 2.611 1.296 -0.532
22 H -1.583 2.332 -2.863
23 H -2.553 0.153 -1.230


Computed, not measured: a gas-phase ion, C5H15N2 (charge +1) in a non-equilibrium geometry, with ωB97M-V/def2-TZVPD.

The total charge is +1. As for the energy relative to the best compared isomer or geometry (same formula, charge and spin): 0.8848 eV. The LUMO energy is -3.654 eV. As for the energy: -8401.792 eV. As for the strongest force on any atom: 1.619 eV Å⁻¹.

Element x y z (Å)
1 C 0.593 1.631 -1.552
2 C 0.401 1.542 -0.060
3 C 0.563 0.093 0.481
4 C -0.461 -0.897 -0.074
5 C -1.648 -1.120 0.854
6 N -1.228 -1.985 2.066
7 N 1.846 0.980 -1.973
8 H 0.493 2.678 -1.854
9 H -0.208 1.107 -2.078
10 H -0.621 1.811 0.219
11 H 1.116 2.150 0.481
12 H 1.573 -0.272 0.310
13 H 0.484 0.173 1.575
14 H -0.087 -1.896 -0.311
15 H -0.899 -0.541 -1.003
16 H -2.427 -1.752 0.424
17 H -2.151 -0.266 1.301
18 H -1.993 -1.901 2.732
19 H -0.340 -1.731 2.498
20 H -1.152 -2.989 1.877
21 H 2.122 1.391 -2.860
22 H 2.581 1.368 -1.389


Computed, not measured: a molecular structure, C16H32BCaN3O4 in a non-equilibrium geometry, with ωB97M-V/def2-TZVPD.

The total charge is +2. The LUMO energy is -10.193 eV. As for the energy: -48867.793 eV. As for the strongest force on any atom: 2.566 eV Å⁻¹.

Element x y z (Å)
1 C 1.675 1.117 2.439
2 C 0.887 2.118 2.041
3 C 1.258 3.183 0.997
4 N 1.532 2.583 -0.263
5 C 0.565 2.486 -1.211
6 N 0.933 2.043 -2.421
7 C 1.165 0.575 -2.530
8 C 2.616 0.161 -2.283
9 C 2.772 -1.190 -1.595
10 C 2.017 -1.303 -0.274
11 C 2.114 -2.691 0.365
12 C 0.885 -3.054 1.180
13 C -0.385 -3.206 0.343
14 C -1.669 -2.952 1.123
15 C -2.856 -2.681 0.221
16 O -4.030 -2.369 0.927
17 C -4.096 -1.049 1.380
18 N -0.660 2.916 -0.892
19 B -1.719 1.938 -0.644
20 C -1.473 0.685 0.297
21 O -2.917 2.173 -1.231
22 C -1.056 4.136 -1.901
23 O -1.120 3.779 -3.054
24 O -1.147 5.141 -1.229
25 H 2.742 1.224 2.585
26 H 1.210 0.145 2.604
27 H -0.131 2.161 2.440
28 H 0.456 3.910 0.898
29 H 2.145 3.755 1.300
30 H 2.464 2.278 -0.491
31 H 0.223 2.384 -3.089
32 H 0.890 0.319 -3.545
33 H 0.463 0.049 -1.887
34 H 3.160 0.919 -1.720
35 H 3.101 0.111 -3.253
36 H 3.830 -1.309 -1.367
37 H 2.520 -2.013 -2.259
38 H 2.465 -0.578 0.423
39 H 0.962 -1.082 -0.424
40 H 2.997 -2.701 1.000
41 H 2.260 -3.436 -0.415
42 H 1.080 -4.020 1.641
43 H 0.738 -2.347 2.002
44 H -0.350 -2.605 -0.567
45 H -0.408 -4.244 0.017
46 H -1.520 -2.161 1.861
47 H -1.906 -3.847 1.695
48 H -2.642 -1.879 -0.498
49 H -3.071 -3.578 -0.354
50 H -4.017 -0.341 0.548
51 H -5.065 -0.911 1.846
52 H -3.324 -0.818 2.122
53 H -0.416 0.448 0.419
54 H -1.915 0.863 1.279
55 H -1.940 -0.201 -0.128
56 H -3.673 2.178 -0.638
57 Ca 1.382 2.789 4.171


> Which of these has the lowest LUMO energy?

C16H32BCaN3O4


> Which formula does entry 3 have?

C5H15N2